{
  "formula": "C25H32N6O4",
  "method": "wB97M-V/def2-TZVPD",
  "elements": ["C", "C", "C", "N", "C", "C", "C", "C", "C", "C", "N", "O", "C", "N", "C", "C", "C", "N", "H", "H", "H", "H", "H", "H", "H", "H", "H", "H", "H", "H", "H", "H", "H", "H", "C", "N", "C", "O", "C", "C", "C", "C", "C", "C", "O", "C", "C", "N", "C", "C", "O", "H", "H", "H", "H", "H", "H", "H", "H", "H", "H", "H", "H", "H", "H", "H", "H"],
  "positions_angstrom": [[-3.76, -1.37, 1.96], [-3.01, -2.49, 1.25], [-2.66, -2.06, -0.18], [-3.55, -1.72, -1.09], [-2.82, -1.39, -2.23], [-3.30, -0.90, -3.44], [-2.39, -0.60, -4.47], [-1.01, -0.82, -4.27], [-0.53, -1.32, -3.05], [0.91, -1.56, -2.85], [1.39, -2.39, -1.88], [1.76, -1.05, -3.56], [-1.46, -1.57, -2.03], [-1.38, -1.97, -0.72], [-1.79, -2.96, 2.06], [-1.62, -4.43, 1.67], [-3.03, -4.92, 1.33], [-3.85, -3.70, 1.26], [-4.09, -1.70, 2.95], [-3.12, -0.50, 2.08], [-4.65, -1.08, 1.39], [-4.36, -0.74, -3.57], [-2.75, -0.21, -5.41], [-0.32, -0.60, -5.08], [0.75, -3.10, -1.55], [2.37, -2.63, -1.98], [-0.52, -2.05, -0.18], [-0.89, -2.37, 1.86], [-2.01, -2.89, 3.13], [-1.18, -5.01, 2.49], [-0.97, -4.52, 0.80], [-3.41, -5.59, 2.11], [-3.03, -5.45, 0.38], [-4.48, -3.71, 0.45], [5.76, 3.51, 0.74], [5.64, 2.12, 1.20], [4.56, 1.37, 1.46], [4.77, 0.26, 1.94], [3.09, 1.80, 1.20], [2.28, 0.67, 0.54], [0.80, 0.99, 0.41], [0.01, 1.06, 1.58], [-1.35, 1.43, 1.49], [-1.92, 1.70, 0.22], [-3.23, 2.05, 0.13], [-1.13, 1.62, -0.94], [0.23, 1.27, -0.84], [2.84, 3.03, 0.45], [2.63, 4.22, 1.01], [2.23, 5.34, 0.08], [2.75, 4.43, 2.21], [5.29, 4.18, 1.46], [5.30, 3.63, -0.24], [6.81, 3.78, 0.66], [6.50, 1.66, 1.43], [2.67, 1.94, 2.20], [2.37, -0.24, 1.14], [2.69, 0.46, -0.45], [0.45, 0.87, 2.54], [-1.94, 1.52, 2.38], [-3.70, 1.93, 0.95], [-1.58, 1.82, -1.90], [0.83, 1.21, -1.74], [2.70, 2.95, -0.54], [3.05, 5.56, -0.60], [1.34, 5.05, -0.48], [2.00, 6.23, 0.67]],
  "homo_lumo_gap_ev": 8.868,
  "spin_multiplicity": 1,
  "smiles": "C[C@@]1(c2nc3cccc(C(N)=O)c3[nH]2)CCCN1.CNC(=O)[C@H](Cc1ccc(O)cc1)NC(C)=O",
  "lumo_ev": 0.258,
  "de_lowest_kj_mol": 0.00,
  "largest_force_ev_per_a": 2.1,
  "homo_energy_ev": -8.6,
  "e_tot_ha": -1601.44022
}